27
Properties=species:S:1:pos:R:3:forces:R:3 method="wB97M-V/def2-TZVPD" gap_ha="0.1538 / 0.2401" de_lowest_ev=0.000 e_homo_ev="-7.75 / -11.79" total_charge=+1 multiplicity=3
C 4.090 0.555 -0.121 2.6582 -0.6943 0.3584
C 3.250 1.599 -0.184 0.8466 -1.2448 0.3520
C 3.606 -0.780 -0.187 2.8742 -1.4735 0.4807
C 1.853 1.367 -0.227 -3.4814 -1.7820 -0.6740
C 1.398 -2.184 -0.360 2.6086 1.0516 0.7409
C 0.095 -1.780 -0.304 -3.8414 -0.3297 0.0425
C 2.214 -1.073 -0.152 -2.6849 0.4450 -1.1758
C 1.341 0.077 -0.201 1.0932 0.7743 1.0924
C -3.461 0.361 0.773 -1.5307 3.8134 -0.2367
C -3.425 0.490 -0.825 -1.0559 -0.5060 0.8077
C -1.223 0.435 -0.025 0.6087 -3.2087 -1.9046
N 0.019 -0.415 -0.181 -1.3280 3.3275 0.3010
N -2.138 -0.122 1.133 1.2215 -2.3744 2.1904
O -2.080 0.267 -1.156 1.4722 -0.4207 0.8542
H 5.235 0.644 0.071 -2.2877 0.1818 -0.6036
H 3.515 2.580 -0.052 1.1045 2.1116 0.1731
H 4.352 -1.627 -0.092 -1.0473 1.1450 -0.1694
H 1.165 2.152 -0.467 -0.1158 0.6081 0.0753
H 1.744 -3.165 -0.492 0.1921 -1.1327 -0.1210
H -0.841 -2.330 -0.316 0.4232 -0.1724 -0.2052
H -3.486 1.491 1.139 -0.2855 -2.4745 -0.3884
H -4.321 -0.205 1.201 0.9526 0.3582 -0.3401
H -4.053 -0.296 -1.306 0.5696 0.6028 0.2792
H -3.770 1.490 -1.175 0.2156 -0.6514 0.4561
H -1.130 1.508 0.141 0.9178 -0.2055 0.5103
H -1.762 0.178 2.101 -0.8447 -0.1311 -1.8756
H -2.187 -1.217 1.266 0.7448 2.3824 -1.0197